## i
C2H3ClN4 | wB97M-V/def2-TZVPD

XYZ file:
```
10
Properties=species:S:1:pos:R:3:nbo_charge:R:1
C 0.04 0.15 -0.31 0.238
C -0.86 0.02 -1.54 -0.661
N -0.70 -0.25 0.88 -0.284
N 1.24 0.44 -0.14 -0.214
N 0.02 -0.33 1.88 0.093
N 1.20 -0.03 1.81 -0.170
Cl 2.51 -0.13 2.89 0.242
H -0.17 -0.13 -2.37 0.242
H -1.71 -0.67 -1.33 0.262
H -1.56 0.93 -1.78 0.250
```

Calculated values
**Frontier orbital gap**: 8.891 eV
**HOMO**: -9.90 eV

=====

## ii
C2H3ClN4 | wB97M-V/def2-TZVPD

XYZ file:
```
10
Properties=species:S:1:pos:R:3:nbo_charge:R:1
C -1.60 -0.16 -0.47 0.284
C -1.05 1.17 -0.53 -0.731
N 1.59 -0.23 2.19 -0.018
N -1.85 -1.27 -0.25 -0.323
N 1.65 -0.76 1.22 0.224
N 1.52 -0.95 0.05 -0.371
Cl 1.99 -2.38 -0.76 0.169
H -1.11 1.66 -1.44 0.250
H -1.26 1.82 0.30 0.259
H 0.12 1.10 -0.31 0.258
```

Calculated values
**Frontier orbital gap**: 9.645 eV
**HOMO**: -10.00 eV

=====

ii comes first in stability; the runner-up is 0.0441 hartree higher.

=====

## i
C5H10O2 | wB97M-V/def2-TZVPD

XYZ file:
```
17
Properties=species:S:1:pos:R:3:lowdin_spin:R:1
C 1.72 0.71 1.74 0.032
C -0.27 -0.57 -2.43 0.479
C -0.45 -0.03 -1.19 0.125
O -1.39 0.89 -0.94 0.063
C 0.38 -0.25 0.01 0.059
C 0.55 0.83 0.83 0.167
H 1.46 0.60 2.80 0.015
H 2.36 -0.13 1.43 0.002
H 2.33 1.62 1.67 0.004
H -0.99 -0.44 -3.23 0.020
H 0.67 -1.06 -2.62 0.021
H -1.98 1.09 -1.69 0.000
H 0.72 -1.26 0.12 0.001
H 0.15 1.81 0.70 0.006
H -2.32 -1.50 0.41 0.001
H -1.34 -0.72 1.35 0.003
O -1.60 -1.58 1.04 0.004
```

Calculated values
**Frontier orbital gap (alpha / beta)**: 9.876 / 6.500 eV
**HOMO (alpha / beta)**: -14.56 / -14.49 eV
**Charge**: +1
**2S+1**: 2
**⟨S²⟩**: 0.78

=====

## ii
C5H10O2 | wB97M-V/def2-TZVPD

XYZ file:
```
17
Properties=species:S:1:pos:R:3:lowdin_spin:R:1
O 1.56 -0.56 -0.66 0.498
C 0.95 0.57 -0.97 -0.008
O -0.06 0.48 -1.82 0.543
C 0.24 1.32 0.43 -0.022
C -1.21 0.73 0.67 -0.011
C -1.13 -0.86 0.52 -0.001
C -0.28 -1.60 1.52 0.000
H 1.69 1.39 -1.26 0.007
H 0.99 1.20 1.25 0.001
H 0.14 2.37 0.15 0.000
H -1.84 1.10 -0.19 0.000
H -1.61 1.12 1.62 -0.005
H -0.63 -0.87 -0.48 -0.002
H -2.08 -1.39 0.44 0.000
H -0.55 -2.64 1.58 0.000
H 0.73 -1.48 1.13 0.000
H -0.31 -1.15 2.54 0.000
```

Calculated values
**Frontier orbital gap (alpha / beta)**: 6.145 / 6.161 eV
**HOMO (alpha / beta)**: -15.94 / -15.83 eV
**Charge**: +1
**2S+1**: 2
**⟨S²⟩**: 0.77

=====

i comes first in stability; the runner-up is 0.1938 hartree higher.

=====

## i
C25H22BrIrN4O6S | wB97M-V/def2-TZVPD

XYZ file:
```
60
Properties=species:S:1:pos:R:3:nbo_charge:R:1
Ir -0.32 0.99 1.57 1.128
Br 0.19 -3.21 7.95 0.077
C 0.45 -1.50 7.19 -0.141
C 0.83 -0.44 7.99 0.033
N 1.02 0.79 7.53 -0.398
C 0.84 0.99 6.23 0.078
C 0.46 -0.01 5.35 -0.200
C 0.26 -1.30 5.84 -0.144
C 0.27 0.26 3.91 0.768
O 0.47 1.44 3.46 -0.635
O -0.10 -0.65 3.11 -0.699
H 0.98 -0.59 9.06 0.207
H 1.00 2.00 5.86 0.220
H -0.05 -2.09 5.17 0.253
N 6.15 0.11 -1.20 -0.808
C 5.33 -0.82 -0.64 0.645
O 5.64 -1.99 -0.54 -0.583
C 3.99 -0.33 -0.16 -0.089
C 3.27 -1.15 0.69 -0.152
C 2.04 -0.74 1.16 0.037
N 1.52 0.45 0.83 -0.375
C 2.19 1.25 -0.01 0.066
C 3.43 0.89 -0.52 -0.226
H 7.07 -0.19 -1.47 0.412
H 5.98 1.09 -1.12 0.395
H 3.67 -2.12 0.96 0.249
H 1.45 -1.35 1.82 0.248
H 1.71 2.18 -0.26 0.259
H 3.91 1.56 -1.21 0.223
C -0.99 5.11 -1.80 -0.585
C -0.28 5.18 -0.44 -0.156
C -1.03 6.15 0.48 -0.585
C 1.16 5.69 -0.65 -0.585
C -0.25 3.84 0.17 -0.047
C -0.27 2.76 0.70 -0.289
H -1.03 6.10 -2.26 0.201
H -2.01 4.74 -1.67 0.213
H -0.47 4.43 -2.47 0.210
H -1.07 7.14 0.03 0.200
H -0.53 6.23 1.45 0.213
H -2.05 5.80 0.66 0.215
H 1.15 6.69 -1.07 0.204
H 1.70 5.03 -1.33 0.202
H 1.69 5.71 0.30 0.212
O -1.17 -0.47 -1.91 -0.555
C -1.93 -0.31 -1.00 0.665
N -1.59 -0.07 0.32 -0.892
S -2.86 0.14 1.32 2.260
O -3.19 -0.87 2.28 -0.880
O -2.43 1.44 1.92 -0.885
C -4.08 0.10 0.04 -0.232
C -5.45 0.23 0.14 -0.201
C -6.18 0.03 -1.02 -0.190
C -5.55 -0.31 -2.21 -0.186
C -4.17 -0.46 -2.28 -0.156
C -3.43 -0.24 -1.13 -0.147
H -5.93 0.48 1.08 0.238
H -7.26 0.14 -1.00 0.225
H -6.15 -0.47 -3.10 0.223
H -3.66 -0.72 -3.20 0.242
```

Calculated values
**Frontier orbital gap**: 7.587 eV
**HOMO**: -8.20 eV

=====

## ii
C25H22BrIrN4O6S | wB97M-V/def2-TZVPD

XYZ file:
```
60
Properties=species:S:1:pos:R:3:nbo_charge:R:1
Ir -0.02 0.42 -0.70 1.285
Br -5.81 4.11 2.60 0.075
C -4.38 4.32 1.38 -0.139
C -4.21 5.52 0.73 0.030
N -3.22 5.72 -0.15 -0.397
C -2.37 4.73 -0.38 0.078
C -2.49 3.49 0.24 -0.198
C -3.52 3.27 1.13 -0.153
C -1.53 2.39 -0.09 0.759
O -0.56 2.61 -0.84 -0.715
O -1.68 1.21 0.34 -0.644
H -4.88 6.36 0.90 0.209
H -1.57 4.92 -1.07 0.223
H -3.64 2.30 1.60 0.249
N 2.13 -1.95 5.75 -0.803
C 1.49 -0.80 5.45 0.645
O 1.11 -0.02 6.30 -0.585
C 1.23 -0.53 3.99 -0.062
C 0.58 0.66 3.68 -0.201
C 0.27 0.94 2.36 0.069
N 0.57 0.10 1.37 -0.385
C 1.21 -1.04 1.65 0.081
C 1.57 -1.38 2.94 -0.216
H 2.31 -2.15 6.72 0.414
H 2.46 -2.59 5.06 0.396
H 0.32 1.34 4.48 0.262
H -0.24 1.85 2.09 0.226
H 1.45 -1.69 0.82 0.249
H 2.11 -2.31 3.09 0.223
C -2.90 -3.43 -3.15 -0.585
C -2.60 -3.31 -1.65 -0.158
C -1.80 -4.53 -1.17 -0.585
C -3.92 -3.22 -0.87 -0.584
C -1.81 -2.10 -1.38 -0.011
C -1.17 -1.11 -1.13 -0.314
H -3.48 -4.34 -3.33 0.201
H -1.98 -3.48 -3.73 0.214
H -3.49 -2.58 -3.49 0.213
H -2.34 -5.45 -1.40 0.202
H -1.64 -4.47 -0.09 0.208
H -0.82 -4.56 -1.66 0.215
H -4.53 -4.11 -1.06 0.200
H -4.48 -2.33 -1.18 0.214
H -3.73 -3.14 0.20 0.210
O 1.07 1.04 -2.86 -0.604
C 2.09 0.56 -2.37 0.630
N 2.04 0.00 -1.15 -0.917
S 3.48 -0.62 -0.66 2.313
O 3.95 0.07 0.51 -0.927
O 3.42 -2.05 -0.59 -0.930
C 4.34 -0.11 -2.13 -0.301
C 5.66 -0.28 -2.47 -0.184
C 6.06 0.17 -3.73 -0.183
C 5.15 0.76 -4.60 -0.196
C 3.83 0.94 -4.23 -0.170
C 3.43 0.49 -2.99 -0.070
H 6.36 -0.76 -1.79 0.238
H 7.09 0.05 -4.04 0.224
H 5.49 1.09 -5.57 0.224
H 3.10 1.40 -4.89 0.239
```

Calculated values
**Frontier orbital gap (alpha / beta)**: 6.934 / 6.933 eV
**HOMO (alpha / beta)**: -8.02 / -8.02 eV

=====

i comes first in stability; the runner-up is 0.0637 hartree higher.

=====

## i
C6H11BO3 | wB97M-V/def2-TZVPD

XYZ file:
```
21
Properties=species:S:1:pos:R:3:nbo_charge:R:1
C -1.68 1.06 1.77 -0.591
C -1.89 -0.25 0.94 -0.793
B -0.48 -0.84 0.57 1.088
O -0.06 -2.03 1.13 -0.921
C 0.43 -0.06 -0.45 -0.620
C 0.16 -0.21 -1.96 -0.046
O 1.36 0.32 -2.59 -0.510
C 2.29 0.62 -1.62 0.794
O 3.15 1.45 -1.77 -0.556
C 1.94 -0.26 -0.44 -0.502
H -1.94 1.92 1.17 0.214
H -2.25 1.05 2.69 0.216
H -0.64 1.19 2.04 0.191
H -2.47 -0.96 1.51 0.224
H -2.42 0.01 0.03 0.230
H 0.15 -1.97 2.06 0.507
H 0.28 1.00 -0.24 0.228
H -0.65 0.45 -2.24 0.196
H 0.06 -1.22 -2.31 0.188
H 2.20 -1.26 -0.77 0.231
H 2.44 -0.01 0.48 0.232
```

Calculated values
**Frontier orbital gap**: 10.220 eV
**HOMO**: -9.94 eV
**SMILES**: CCB(O)[C@@H]1COC(=O)C1

=====

## ii
C6H11BO3 | wB97M-V/def2-TZVPD

XYZ file:
```
21
Properties=species:S:1:pos:R:3:nbo_charge:R:1
B -0.61 0.11 0.07 1.085
C 2.92 0.55 -1.21 -0.355
C 1.70 0.13 -1.06 -0.184
C -2.62 -0.84 -0.31 -0.098
C -2.80 0.70 0.01 -0.085
C 1.42 -1.00 1.17 -0.628
C 0.92 0.06 0.21 -0.102
O -1.18 -1.09 -0.18 -0.684
O -1.47 1.13 0.08 -0.660
O 1.32 1.57 0.90 -0.778
H 3.37 0.55 -2.23 0.198
H 3.40 1.06 -0.48 0.204
H 1.10 -0.15 -1.93 0.198
H -3.12 -1.52 0.31 0.194
H -2.72 -1.03 -1.46 0.186
H -3.27 1.13 -0.82 0.187
H -3.32 0.93 0.96 0.182
H 2.55 -1.21 1.13 0.239
H 0.74 -1.87 0.96 0.239
H 1.01 -0.80 2.23 0.215
H 0.65 1.61 1.64 0.449
```

Calculated values
**Frontier orbital gap**: 10.277 eV
**HOMO**: -9.78 eV
**SMILES**: C=C[C@@](C)(O)B1OCCO1

=====

i comes first in stability; the runner-up is 0.0497 hartree higher.

=====

## i
C5H8ClN2 | wB97M-V/def2-TZVPD

XYZ file:
```
16
Properties=species:S:1:pos:R:3:nbo_charge:R:1
C 0.04 1.17 1.97 -0.275
C -0.66 2.09 1.41 0.195
C -1.03 0.46 -0.99 0.286
C 0.38 -0.22 1.46 -0.423
C 1.02 -0.29 0.07 -0.201
N 0.07 -0.22 -1.03 -0.600
N -1.85 0.56 -2.01 -0.783
Cl -1.39 3.46 1.07 0.355
H 0.39 1.39 2.98 0.305
H 1.07 -0.67 2.17 0.251
H -0.54 -0.80 1.46 0.261
H 1.77 0.51 -0.04 0.210
H 1.53 -1.25 -0.01 0.230
H 0.36 -0.73 -1.87 0.385
H -2.72 1.05 -1.93 0.417
H -1.68 0.10 -2.90 0.387
```

Calculated values
**Frontier orbital gap (alpha / beta)**: 7.128 / 7.129 eV
**HOMO (alpha / beta)**: -12.78 / -12.78 eV
**Charge**: +1

=====

## ii
C5H8ClN2 | wB97M-V/def2-TZVPD

XYZ file:
```
16
Properties=species:S:1:pos:R:3:nbo_charge:R:1
C -1.01 -1.09 1.97 -0.110
C -2.03 -1.80 1.92 -0.067
C -0.36 0.10 -1.35 0.417
C 0.47 -0.86 1.88 -0.478
C 0.98 -0.43 0.53 -0.232
N 0.05 0.40 -0.14 -0.502
N -1.51 0.63 -1.64 -0.704
Cl -3.53 -2.52 2.04 0.165
H 0.21 -0.48 -2.03 0.250
H 0.68 -0.05 2.62 0.243
H 0.90 -1.83 2.23 0.277
H 1.89 0.04 0.65 0.225
H 1.25 -1.42 0.01 0.225
H -0.59 0.92 0.49 0.426
H -2.14 0.39 -2.44 0.448
H -2.04 1.15 -0.95 0.418
```

Calculated values
**Frontier orbital gap**: 9.256 eV
**HOMO**: -13.14 eV
**Charge**: +1
**SMILES**: [NH2+]=CNCCC#CCl

=====

ii comes first in stability; the runner-up is 0.0512 hartree higher.

=====

## i
C2H4N2P2 | wB97M-V/def2-TZVPD

XYZ file:
```
10
Properties=species:S:1:pos:R:3:nbo_charge:R:1
C 0.14 1.65 -0.62 -0.277
C 1.05 0.07 1.10 -0.375
N -0.32 0.51 -0.82 -0.239
N 0.15 -0.44 0.12 -0.514
P 1.18 1.76 0.86 0.465
P -0.76 -1.86 0.10 0.525
H -0.12 2.55 -1.13 0.222
H 1.34 -0.55 1.90 0.241
H -0.61 -2.28 -1.34 -0.020
H -2.05 -1.41 -0.18 -0.027
```

Calculated values
**Frontier orbital gap**: 9.569 eV
**HOMO**: -9.09 eV
**SMILES**: Pn1cpcn1

=====

## ii
C2H4N2P2 | wB97M-V/def2-TZVPD

XYZ file:
```
10
Properties=species:S:1:pos:R:3:nbo_charge:R:1
C 1.08 -0.02 1.33 -0.294
C 0.87 -0.48 -0.98 -0.307
N -0.16 0.00 1.27 -0.189
N -0.36 -0.36 -0.47 -0.607
P 2.21 -0.09 -0.06 0.417
P -1.83 0.12 -1.07 0.553
H 1.49 0.38 2.24 0.233
H 0.99 -0.50 -2.02 0.233
H -1.62 1.32 -0.36 -0.033
H -2.67 -0.37 0.13 -0.006
```

Calculated values
**Frontier orbital gap**: 8.888 eV
**HOMO**: -8.46 eV

=====

i comes first in stability; the runner-up is 0.0505 hartree higher.

=====

## i
C3H7ClN2 | wB97M-V/def2-TZVPD

XYZ file:
```
13
Properties=species:S:1:pos:R:3:nbo_charge:R:1
C 0.88 0.83 1.23 -0.047
C 2.40 -0.98 0.91 -0.237
C -2.06 0.53 -1.24 -0.434
N 1.80 0.05 1.27 -0.280
N -0.91 -0.27 -0.86 -0.629
Cl -1.00 -1.55 0.34 0.065
H 0.82 1.87 1.61 0.192
H 2.70 -1.78 1.56 0.199
H 2.73 -1.06 -0.09 0.191
H -0.08 0.27 -0.55 0.374
H -2.96 -0.19 -1.43 0.210
H -2.41 1.20 -0.44 0.179
H -1.91 1.08 -2.28 0.219
```

Calculated values
**Frontier orbital gap**: 8.629 eV
**HOMO**: -8.00 eV

=====

## ii
C3H7ClN2 | wB97M-V/def2-TZVPD

XYZ file:
```
13
Properties=species:S:1:pos:R:3:nbo_charge:R:1
C -1.61 0.59 -0.60 -0.654
C -0.82 0.13 0.58 -0.205
C -0.40 -1.10 0.81 -0.233
N 2.48 -0.30 -0.54 -0.301
N 3.31 -0.89 0.16 -0.310
Cl -0.68 -2.43 -0.25 -0.015
H -1.04 1.33 -1.16 0.224
H -2.54 1.06 -0.27 0.224
H -0.58 0.89 1.32 0.211
H 0.17 -1.38 1.68 0.219
H 1.84 0.25 0.06 0.308
H -1.84 -0.25 -1.25 0.228
H 3.93 -1.45 -0.44 0.304
```

Calculated values
**Frontier orbital gap**: 10.128 eV
**HOMO**: -9.20 eV
**SMILES**: [H]/N=N/[H].C/C=C\Cl

=====

ii comes first in stability; the runner-up is 0.1004 hartree higher.

=====

## i
C5H14NO2 | wB97M-V/def2-TZVPD

XYZ file:
```
22
Properties=species:S:1:pos:R:3:nbo_charge:R:1
O 2.11 -2.02 -1.04 -0.493
C 1.40 -1.38 -0.32 0.441
C 0.34 -0.45 -0.79 -0.155
C -1.11 -0.71 -0.34 -0.424
C -1.38 -0.03 1.01 -0.400
C -1.41 1.51 1.02 -0.624
N 0.39 -0.46 -2.34 -0.690
H 1.33 -1.54 0.78 0.155
H 0.68 0.56 -0.48 0.266
H -1.34 -1.77 -0.33 0.238
H -1.86 -0.38 -1.09 0.214
H -2.34 -0.46 1.34 0.232
H -0.59 -0.28 1.74 0.217
H -2.24 1.84 0.39 0.211
H -0.48 2.01 0.81 0.207
H -1.79 1.78 2.03 0.242
H 0.81 -1.32 -2.71 0.469
H -0.57 -0.27 -2.62 0.440
H 0.81 0.40 -2.71 0.446
H 2.65 0.37 2.31 0.490
H 2.47 1.75 1.67 0.489
O 2.13 0.84 1.66 -0.972
```

Calculated values
**Frontier orbital gap**: 11.047 eV
**HOMO**: -14.54 eV
**Charge**: +1

=====

## ii
C5H14NO2 | wB97M-V/def2-TZVPD

XYZ file:
```
22
Properties=species:S:1:pos:R:3:nbo_charge:R:1
O 2.12 -1.55 0.84 -0.474
C 1.57 -0.83 0.06 0.435
C 0.23 -1.31 -0.60 -0.164
C -0.80 -0.90 0.46 -0.444
C -0.96 0.64 0.53 -0.420
C -1.04 1.52 -0.66 -0.635
N 0.16 -2.78 -0.87 -0.684
H 1.83 0.19 -0.24 0.168
H 0.12 -0.83 -1.59 0.235
H -0.43 -1.15 1.49 0.246
H -1.75 -1.40 0.45 0.229
H -1.79 0.88 1.25 0.242
H -0.11 1.02 1.14 0.222
H -2.02 1.58 -1.20 0.221
H -0.41 1.19 -1.50 0.183
H -0.77 2.57 -0.48 0.265
H 0.94 -3.25 -1.37 0.464
H -0.22 -3.31 -0.04 0.463
H -0.66 -2.87 -1.53 0.447
H 1.73 3.97 0.77 0.484
H 1.15 3.30 2.03 0.480
O 1.10 3.31 1.07 -0.961
```

Calculated values
**Frontier orbital gap**: 10.500 eV
**HOMO**: -14.28 eV
**Charge**: +1

=====

## iii
C5H14NO2 | wB97M-V/def2-TZVPD

XYZ file:
```
22
Properties=species:S:1:pos:R:3:nbo_charge:R:1
C 2.64 0.71 0.74 -0.695
C -1.84 -1.37 0.79 -0.704
C -1.27 1.06 0.22 -0.140
C 2.03 -0.54 0.18 0.165
C -0.99 -0.42 0.00 0.179
N -0.86 -0.77 -1.40 -0.735
O -0.63 1.86 -0.77 -0.720
O 1.83 -0.63 -1.19 -0.707
H 2.64 1.51 0.04 0.220
H 3.58 0.44 1.06 0.244
H 1.98 0.98 1.65 0.241
H -1.85 -1.02 1.91 0.270
H -2.92 -1.36 0.39 0.230
H -1.42 -2.40 0.62 0.236
H -2.39 1.07 0.07 0.174
H -1.12 1.30 1.26 0.210
H 1.70 -1.35 0.78 0.190
H -1.34 -1.69 -1.53 0.427
H 0.15 -1.01 -1.48 0.479
H -1.16 -0.28 -2.17 0.437
H -0.64 2.73 -0.42 0.492
H 2.24 0.18 -1.55 0.507
```

Calculated values
**Frontier orbital gap (alpha / beta)**: 9.582 / 6.631 eV
**HOMO (alpha / beta)**: -12.56 / -10.84 eV
**Charge**: +1

=====

## iv
C5H14NO2 | wB97M-V/def2-TZVPD

XYZ file:
```
22
Properties=species:S:1:pos:R:3:nbo_charge:R:1
C -0.84 -1.43 1.53 -0.088
O -0.62 -2.04 0.25 -0.781
C -1.13 0.09 1.31 -0.423
C 0.13 1.05 1.28 -0.425
C 1.37 0.88 0.28 -0.250
C 1.22 -0.21 -2.05 0.148
N 1.08 -0.16 -0.71 -0.438
H -1.70 -1.92 2.06 0.205
H 0.10 -1.74 2.05 0.191
H -1.14 -2.93 0.28 0.515
H -1.78 0.45 2.03 0.241
H -1.53 0.27 0.33 0.206
H -0.07 2.13 1.26 0.242
H 0.74 0.97 2.28 0.225
H 1.68 1.87 -0.24 0.240
H 2.36 0.58 0.76 0.242
H 1.04 -1.09 -2.65 0.233
H 1.77 0.63 -2.51 0.224
H 0.71 -1.03 -0.27 0.459
H -1.51 1.38 -1.73 0.491
H -1.15 0.95 -3.17 0.489
O -0.72 1.30 -2.37 -0.948
```

Calculated values
**Frontier orbital gap**: 10.277 eV
**HOMO**: -14.50 eV
**Charge**: +1

=====

i comes first in stability; the runner-up is 0.0230 hartree higher.